# ClH3N2O2S

2 unconnected molecules or ions with the total composition ClH3N2O2S (the ωB97M-V functional and the def2-TZVPD basis, OMol25).

Last column: natural (NBO) charge in e.
Element x y z (Å)
Cl: 2.729 -1.136 -0.034  -0.402
S: 1.358 0.522 0.187  1.601
O: 2.097 1.702 0.273  -0.929
O: 0.692 0.334 -1.125  -0.995
N: -1.285 -0.443 -0.248  -0.266
N: -1.230 -0.275 0.981  -0.236
H: -0.616 -1.091 -0.634  0.453
H: -1.991 0.027 -0.892  0.406
H: -1.752 0.360 1.492  0.367

The HOMO-LUMO gap (spin up / spin down) comes out at 6.591 / 6.598 eV. For the LUMO energy (spin up / spin down), the calculation gives -2.191 / -2.186 eV. The calculation puts the energy above the lowest of the compared OMol25 structures with the same formula, charge and spin at 192.7 kJ/mol. Its total charge is 0.